No. 1
A structure of composition C40H37N3O6PRb, computed with ωB97M-V/def2-TZVPD.

Each line ends with the Löwdin charge.
Atoms and positions in Å:
Rb 0.299 0.191 -0.168  0.935
C -3.322 2.034 3.325  -0.030
C -2.746 0.702 2.927  -0.399
O -2.139 0.078 3.957  -0.007
C -2.830 0.211 1.685  -0.033
C -3.352 0.959 0.512  -0.365
C -4.812 1.322 0.426  -0.049
N -2.499 1.198 -0.410  -0.008
N -2.957 1.879 -1.532  0.037
C -2.188 1.630 -2.576  -0.551
O -1.205 0.857 -2.687  -0.155
C -2.608 2.393 -3.820  -0.144
C -1.838 2.265 -4.972  -0.036
C -2.201 2.917 -6.142  -0.106
C -3.343 3.706 -6.177  -0.132
C -4.117 3.837 -5.030  -0.113
C -3.752 3.187 -3.861  -0.046
H -2.801 2.402 4.209  0.071
H -4.385 1.954 3.563  0.076
H -3.217 2.762 2.520  0.075
H -2.414 -0.769 1.484  0.080
H -5.406 0.591 0.979  0.072
H -5.130 1.367 -0.613  0.049
H -4.996 2.303 0.876  0.065
H -0.961 1.633 -4.918  0.111
H -1.591 2.809 -7.032  0.088
H -3.629 4.214 -7.091  0.082
H -5.014 4.447 -5.050  0.086
H -4.342 3.268 -2.958  0.098
O -0.507 -1.759 2.865  -0.278
N -1.097 -2.769 2.263  -0.115
C -0.915 -2.840 0.988  -0.222
C -1.557 -3.893 0.197  -0.216
C -1.883 -5.118 0.801  -0.049
C -2.494 -6.126 0.087  -0.110
C -2.794 -5.949 -1.263  -0.114
C -2.483 -4.744 -1.866  -0.103
C -1.874 -3.706 -1.159  -0.306
P -1.577 -2.042 -1.917  1.108
C -3.275 -1.662 -2.493  -0.347
C -3.514 -0.939 -3.659  -0.106
C -4.795 -0.522 -3.986  -0.085
C -5.861 -0.814 -3.148  -0.108
C -5.635 -1.529 -1.980  -0.101
C -4.355 -1.950 -1.657  -0.087
C -0.706 -2.518 -3.468  -0.334
C -1.302 -3.110 -4.580  -0.109
C -0.547 -3.459 -5.690  -0.101
C 0.822 -3.223 -5.703  -0.111
C 1.422 -2.625 -4.606  -0.082
C 0.665 -2.267 -3.498  -0.069
H -1.497 -0.636 3.608  0.066
H -0.322 -2.076 0.487  -0.003
H -1.636 -5.244 1.846  0.099
H -2.733 -7.063 0.578  0.088
H -3.268 -6.739 -1.834  0.085
H -2.734 -4.594 -2.910  0.088
H -2.683 -0.661 -4.293  0.103
H -4.948 0.066 -4.883  0.100
H -6.859 -0.472 -3.395  0.089
H -6.454 -1.747 -1.304  0.095
H -4.189 -2.493 -0.733  0.110
H -2.371 -3.285 -4.590  0.093
H -1.031 -3.914 -6.547  0.091
H 1.412 -3.494 -6.571  0.089
H 2.486 -2.418 -4.606  0.092
H 1.159 -1.764 -2.673  0.076
C 6.270 -0.825 -4.514  -0.116
O 6.845 -0.481 -3.278  -0.104
C 5.984 -0.305 -2.216  -0.299
C 6.602 0.083 -1.015  -0.061
C 5.794 0.284 0.084  -0.071
C 4.407 0.143 0.045  -0.111
C 3.598 0.512 1.217  -0.411
C 4.102 0.164 2.606  -0.010
O 2.511 1.062 1.128  -0.083
C 3.765 -0.316 -1.166  -0.394
O 2.540 -0.597 -1.231  -0.220
C 4.628 -0.496 -2.302  0.041
H 7.088 -0.870 -5.230  0.081
H 5.539 -0.078 -4.838  0.092
H 5.774 -1.801 -4.468  0.089
H 7.673 0.224 -0.984  0.092
H 6.260 0.607 1.009  0.098
H 5.148 -0.133 2.636  0.057
H 3.496 -0.679 2.946  0.093
H 3.914 0.994 3.286  0.079
H 4.142 -0.816 -3.213  0.092

Spin multiplicity: 1
E_HOMO: -2.2 eV
Charge: -2
ΔE to the lowest compared entry with this formula, charge and spin: 13.7 kcal/mol



No. 2
A structure of composition C26H22AsN2PtS3, computed with ωB97M-V/def2-TZVPD.

Each line ends with the Löwdin charge.
Atoms and positions in Å:
Pt -0.015 -1.520 -0.772  0.855
S 2.081 -1.450 -1.325  0.947
C 2.853 -0.038 -0.958  -0.598
C 4.231 0.091 -1.361  0.000
C 4.896 1.248 -1.068  0.019
C 4.209 2.281 -0.412  0.105
C 2.844 2.177 -0.033  -0.020
C 2.169 1.022 -0.281  -0.333
As 0.270 0.744 0.082  1.244
C -0.435 2.390 -0.582  -0.424
C -0.327 2.688 -1.940  -0.112
C -0.806 3.903 -2.398  -0.036
C -1.387 4.802 -1.507  -0.020
C -1.487 4.496 -0.157  -0.029
C -1.012 3.280 0.318  -0.089
C 0.075 0.642 1.982  -0.390
C -1.120 0.119 2.472  -0.111
C -1.328 0.061 3.841  -0.036
C -0.344 0.513 4.711  -0.022
C 0.847 1.028 4.218  -0.031
C 1.063 1.098 2.848  -0.081
H 4.712 -0.725 -1.888  0.138
H 5.932 1.378 -1.350  0.147
H 4.737 3.204 -0.195  0.151
H 2.357 3.026 0.433  0.139
H 0.120 1.986 -2.638  0.113
H -0.731 4.153 -3.448  0.126
H -1.762 5.748 -1.873  0.129
H -1.937 5.201 0.528  0.127
H -1.088 3.038 1.372  0.112
H -1.891 -0.236 1.797  0.082
H -2.256 -0.335 4.232  0.125
H -0.506 0.465 5.779  0.130
H 1.608 1.379 4.901  0.127
H 1.995 1.504 2.478  0.096
C -3.062 0.578 -0.909  -0.064
C -3.108 -0.881 -0.636  -0.610
N -2.078 -1.725 -0.652  -0.123
C -2.491 -3.046 -0.481  -0.315
C -3.815 -3.184 -0.274  -0.260
S -4.580 -1.658 -0.339  1.229
C -1.476 -4.070 -0.665  -0.323
C -1.612 -5.412 -0.642  -0.265
S -0.124 -6.151 -1.015  1.233
C 0.628 -4.644 -1.192  -0.600
N -0.199 -3.629 -0.981  -0.109
C 2.072 -4.578 -1.555  -0.102
H -2.264 0.811 -1.604  0.065
H -2.933 1.159 0.006  0.088
H -4.000 0.894 -1.366  0.106
H -4.380 -4.089 -0.122  0.109
H -2.496 -5.994 -0.440  0.109
H 2.476 -5.584 -1.656  0.095
H 2.653 -4.086 -0.774  0.071
H 2.218 -4.070 -2.509  0.084

Spin multiplicity: 1
E_HOMO (spin up / spin down): -17.1 / -17.1 eV
Charge: +3
ΔE to the lowest compared entry with this formula, charge and spin: 5.8 kcal/mol



No. 3
The molecule C3H8N2O in a non-equilibrium geometry, computed with ωB97M-V/def2-TZVPD.

Each line ends with the Löwdin charge.
Atoms and positions in Å:
C -1.103 -0.866 -0.301  -0.081
C -0.654 1.568 0.363  -0.052
C 1.170 0.118 0.084  -0.576
H -2.134 -0.632 -0.441  0.067
H -0.980 -1.531 0.627  0.111
H -0.898 -1.534 -1.172  0.085
H -0.350 1.814 1.406  0.099
H -0.323 2.316 -0.289  0.062
H -1.746 1.629 0.416  0.080
H 2.646 -1.238 -0.309  0.094
H 1.076 -1.892 -0.478  0.077
N -0.185 0.255 -0.162  -0.143
N 1.670 -1.137 -0.169  0.168
O 1.810 1.130 0.426  0.008

Spin multiplicity: 1
E_HOMO: -9.2 eV
Charge: 0
ΔE to the lowest compared entry with this formula, charge and spin: 17.8 kcal/mol



No. 4
A cluster of 7 separate species, C19H49FO11S2 in total in a non-equilibrium geometry, computed with ωB97M-V/def2-TZVPD.

Each line ends with the Löwdin charge.
Atoms and positions in Å:
C 7.267 2.531 -1.044  -0.116
S 6.708 3.001 -2.654  0.626
O 7.100 4.345 -2.965  -0.279
O 7.118 1.990 -3.600  -0.306
C 4.914 2.920 -2.529  -0.394
C 4.244 3.127 -3.884  -0.157
C 2.703 3.085 -3.778  -0.112
C 2.217 2.976 -2.353  -0.340
C 0.700 2.988 -2.210  -0.090
C 0.208 2.194 -1.003  -0.172
F -0.983 1.559 -1.328  -0.057
O 2.722 4.141 -1.636  -0.174
S 4.276 4.090 -1.303  0.635
O 4.451 3.479 -0.015  -0.260
O 4.783 5.405 -1.504  -0.225
H 7.426 3.442 -0.474  0.080
H 8.167 1.940 -1.164  0.079
H 6.498 1.952 -0.538  0.070
H 4.651 1.937 -2.136  0.114
H 4.612 2.378 -4.580  0.123
H 4.573 4.086 -4.282  0.128
H 2.281 2.292 -4.391  0.130
H 2.327 4.024 -4.183  0.134
H 2.586 2.076 -1.858  0.144
H 0.395 4.028 -2.113  0.131
H 0.228 2.548 -3.086  0.128
H 0.915 1.417 -0.714  0.124
H 0.042 2.824 -0.133  0.129
C -3.860 -1.270 -0.408  -0.074
C -3.841 -0.516 0.908  -0.324
O -2.637 0.238 1.067  -0.088
H -2.999 -1.938 -0.471  0.078
H -4.771 -1.863 -0.509  0.062
H -3.799 -0.576 -1.249  0.075
H -3.885 -1.211 1.743  0.079
H -4.702 0.156 0.981  0.108
H -2.579 0.867 0.341  0.063
C -6.792 -2.209 2.305  -0.083
C -7.238 -3.436 1.532  -0.319
O -6.194 -3.928 0.687  -0.088
H -6.477 -1.424 1.618  0.058
H -7.598 -1.823 2.932  0.077
H -5.939 -2.446 2.947  0.073
H -8.075 -3.196 0.882  0.104
H -7.561 -4.227 2.211  0.099
H -5.449 -4.165 1.247  0.076
C 3.425 6.016 3.396  -0.092
C 3.434 4.497 3.380  -0.324
O 2.752 3.972 2.251  -0.096
H 2.400 6.388 3.393  0.073
H 3.936 6.404 4.279  0.071
H 3.924 6.412 2.509  0.072
H 2.924 4.103 4.259  0.109
H 4.465 4.125 3.391  0.109
H 3.205 4.290 1.463  0.031
C -10.079 -7.474 1.944  -0.093
C -10.695 -6.087 1.928  -0.317
O -9.857 -5.138 1.274  -0.093
H -9.107 -7.451 2.438  0.074
H -10.721 -8.183 2.468  0.073
H -9.923 -7.839 0.927  0.072
H -10.835 -5.719 2.943  0.111
H -11.675 -6.112 1.439  0.107
H -9.727 -5.434 0.368  0.086
C 7.644 -2.132 -2.916  -0.088
C 6.147 -1.951 -3.074  -0.315
O 5.715 -0.677 -2.600  -0.101
H 7.931 -2.022 -1.870  0.075
H 7.958 -3.118 -3.263  0.073
H 8.186 -1.376 -3.490  0.073
H 5.606 -2.693 -2.489  0.111
H 5.857 -2.068 -4.123  0.109
H 6.176 -0.003 -3.119  0.038
C -1.513 -2.915 2.741  -0.083
C -0.353 -2.088 3.256  -0.318
O 0.216 -1.308 2.211  -0.086
H -1.189 -3.572 1.933  0.079
H -1.963 -3.524 3.528  0.074
H -2.269 -2.241 2.342  0.038
H 0.441 -2.724 3.645  0.109
H -0.686 -1.428 4.065  0.110
H -0.481 -0.734 1.867  0.057

Spin multiplicity: 1
E_HOMO: -9.8 eV
Charge: 0



No. 5
A structure of composition C15H25N4O4SSn, computed with ωB97M-V/def2-TZVPD.

Each line ends with the Löwdin charge.
Atoms and positions in Å:
Sn 0.198 0.141 -0.565  1.335
N 0.228 0.091 1.772  -0.054
C -0.440 0.985 2.747  -0.211
C 0.439 2.106 3.279  -0.185
C 0.611 3.344 2.395  -0.184
C 1.656 3.240 1.287  -0.255
N 1.069 2.688 0.060  -0.069
H -0.205 -0.828 1.838  0.082
H 1.207 -0.043 2.018  0.089
H -0.764 0.373 3.594  0.122
H -1.335 1.392 2.277  0.105
H 1.419 1.700 3.551  0.117
H -0.017 2.424 4.219  0.116
H 0.870 4.187 3.037  0.113
H -0.354 3.596 1.945  0.111
H 2.466 2.573 1.597  0.114
H 2.106 4.223 1.107  0.113
H 1.725 2.762 -0.712  0.072
H 0.252 3.235 -0.204  0.069
C -3.700 2.606 0.089  0.000
C -2.846 1.370 -0.030  -0.360
O -1.633 1.562 -0.231  -0.158
C -3.447 0.058 0.093  -0.095
C -4.848 -0.032 0.270  -0.033
C -5.493 -1.229 0.409  -0.080
C -4.736 -2.408 0.383  -0.064
C -3.379 -2.367 0.215  -0.014
C -2.684 -1.146 0.055  -0.329
O -1.392 -1.214 -0.100  -0.282
H -3.057 3.479 0.030  0.087
H -4.249 2.616 1.029  0.096
H -4.428 2.646 -0.720  0.100
H -5.433 0.876 0.291  0.106
H -6.564 -1.267 0.537  0.105
H -5.230 -3.364 0.494  0.110
H -2.788 -3.273 0.187  0.112
S 1.713 -2.785 -1.948  1.054
C 1.703 -4.222 -0.985  -0.575
N 1.975 -4.202 0.300  0.076
C 1.806 -5.527 0.896  -0.085
C 1.464 -6.414 -0.325  -0.093
N 1.390 -5.437 -1.417  0.058
H 2.005 -3.288 0.771  0.127
H 1.000 -5.510 1.629  0.127
H 2.725 -5.842 1.388  0.126
H 0.513 -6.933 -0.213  0.124
H 2.246 -7.145 -0.530  0.126
H 1.261 -5.677 -2.384  0.158
O 2.464 -1.795 -0.904  -0.614
O 1.642 -1.507 0.244  -0.507

Spin multiplicity: 1
E_HOMO: -10.4 eV
Charge: +1
ΔE to the lowest compared entry with this formula, charge and spin: 2.7 kcal/mol



No. 6
A cluster of 2 separate species, C5H4N2S in total in a non-equilibrium geometry, computed with ωB97M-V/def2-TZVPD.

Each line ends with the Löwdin charge.
Atoms and positions in Å:
C 1.165 1.166 1.192  -0.216
C -1.928 0.168 1.144  -0.053
C 0.129 0.135 -0.943  -0.861
C 0.498 -1.284 -0.707  -0.145
C 0.455 1.150 -0.049  -0.125
N 1.564 1.305 2.278  0.192
N -2.791 -0.407 1.643  0.021
S -0.757 0.369 -2.363  0.779
H -0.345 -1.920 -0.959  0.071
H 1.374 -1.597 -1.323  0.099
H 0.793 -1.169 0.419  0.106
H -0.157 2.082 -0.332  0.131

Spin multiplicity: 1
E_HOMO (spin up / spin down): -9.9 / -10.2 eV
Charge: 0
ΔE to the lowest compared entry with this formula, charge and spin: 134.8 kcal/mol



no.,total energy (eV)
1,-68780.3594
2,-126863.9963
3,-8268.5539
4,-67405.6368
5,-46770.8978
6,-19058.8853